No. 1
ORCA calculation (ωB97M-V/def2-TZVPD) on C2H2N2O3 in the gas phase.

Frontier orbital gap in eV: 10.5
Max |F| in eV/A: 3.42
Electronic energy in eV: -11223.9017
2S+1: 1
Highest occupied orbital energy in hartree: -0.377
Net charge: 0

Geometry as XYZ:
```
9
Properties=species:S:1:pos:R:3:forces:R:3
C -0.101287 0.636839 0.915332 -0.2 1.3 0.9
C -0.134740 0.507971 -0.542496 1.3 0.5 2.5
N 0.142517 -0.705210 -0.992799 0.9 -2.0 -2.6
N -0.217380 1.358449 1.836054 -0.5 -1.4 -0.5
O -0.421851 1.884324 2.878962 0.3 0.4 0.1
O -0.183368 1.441195 -1.299366 -0.7 0.5 -0.4
O 0.114574 -1.959346 -0.389616 -1.8 0.3 0.8
H 0.903413 -2.535979 -0.427229 0.3 1.6 -0.6
H -0.101877 -0.628244 -1.978841 0.4 -1.3 -0.2
```
Positions in Å, forces in eV/Å.

Löwdin population analysis, charges in e, atoms 1 to 4: 0.136 -0.521 0.006 -0.097

---

No. 2
ORCA calculation (ωB97M-V/def2-TZVPD) on C37H41AsCoIN2OS as an isolated structure.

Frontier orbital gap (alpha / beta) in eV: 7.6 / 8.0
Max |F| in eV/A: 0.53
Electronic energy in eV: -161458.5861
2S+1: 2
Expectation value of S²: 0.7990
Highest occupied orbital energy (alpha / beta) in hartree: -0.370 / -0.366
Net charge: +1

Geometry as XYZ:
```
85
Properties=species:S:1:pos:R:3:forces:R:3
Co -0.471264 -0.069203 0.174832 -0.2 -0.2 0.4
I -1.255511 2.239038 -0.858158 -0.3 0.1 0.0
C 0.588516 2.322117 -1.821972 0.0 -0.1 0.0
C 0.873495 3.379021 -2.630296 0.2 0.0 -0.1
C 2.139934 3.420067 -3.262860 -0.1 0.1 0.0
C 3.042907 2.422067 -3.050302 0.0 -0.1 0.0
C 2.742760 1.322865 -2.204258 0.1 0.0 0.0
C 3.687662 0.289570 -1.978262 0.0 0.1 -0.1
C 3.375690 -0.759282 -1.168098 -0.1 -0.1 0.1
C 2.099525 -0.835261 -0.553399 0.2 -0.1 0.0
C 1.152271 0.134020 -0.734404 -0.1 0.2 -0.1
C 1.476590 1.248151 -1.566790 0.1 0.0 -0.1
H 0.160336 4.177498 -2.785619 0.0 0.0 0.0
H 2.381225 4.251213 -3.912489 0.0 0.0 0.0
H 4.014290 2.453912 -3.529780 0.0 0.0 0.0
H 4.654535 0.349416 -2.463531 0.0 0.0 0.0
H 4.099783 -1.547071 -0.997865 0.0 0.0 0.0
H 1.874920 -1.702768 0.062226 0.0 0.0 0.0
C -5.719180 -2.977307 -2.501398 0.0 0.0 0.0
C -6.191159 -1.820722 -3.380687 0.0 0.0 0.1
C -5.099693 -0.844307 -3.816586 0.1 -0.1 0.0
C -4.530995 0.045030 -2.711158 0.0 0.0 0.1
N -3.652101 -0.631542 -1.756048 0.0 0.0 -0.1
C -2.396130 -1.019225 -1.990208 -0.1 -0.2 -0.2
S -1.553836 -1.898284 -0.756620 0.0 0.3 -0.1
N -1.866892 -0.765984 -3.178536 0.3 0.1 0.1
C -0.475138 -1.000797 -3.589119 -0.2 -0.1 0.0
C -0.403750 -1.554201 -5.006317 0.0 0.0 0.0
C -0.670462 -3.054106 -5.128117 0.0 0.0 0.0
C -2.084737 -3.494470 -4.756804 0.0 0.0 0.0
H -6.507423 -3.722776 -2.393039 0.0 0.0 0.0
H -5.444644 -2.660100 -1.493876 0.0 0.0 0.0
H -4.849661 -3.475418 -2.938688 0.0 0.0 0.0
H -6.985360 -1.265169 -2.871516 0.0 0.0 0.0
H -6.642518 -2.233321 -4.284911 0.0 0.0 0.0
H -5.505816 -0.177992 -4.581630 0.0 0.0 0.0
H -4.285595 -1.406665 -4.286335 0.0 0.0 0.0
H -5.341747 0.480218 -2.126429 0.0 0.0 0.0
H -3.980096 0.887639 -3.139059 0.0 0.0 0.0
H -4.021059 -0.933501 -0.870804 0.0 0.0 0.0
H -2.428181 -0.247052 -3.836528 0.0 0.0 0.0
H -0.033786 -1.691701 -2.874661 0.0 0.0 0.0
H 0.066877 -0.057697 -3.508603 0.0 0.0 0.0
H 0.597302 -1.339255 -5.385833 0.0 0.0 0.0
H -1.097681 -0.998388 -5.650092 0.0 0.0 0.0
H 0.050266 -3.587743 -4.501235 0.0 0.0 0.0
H -0.462508 -3.352559 -6.157540 0.0 0.0 0.0
H -2.291261 -3.354146 -3.693606 0.0 0.0 0.0
H -2.231206 -4.552552 -4.977062 0.0 0.0 0.0
H -2.833319 -2.935293 -5.326871 0.0 0.0 0.0
O -0.361614 0.301665 2.076583 0.0 0.0 0.3
As -0.031827 0.202070 3.715205 0.0 0.0 -0.5
C -0.039259 -1.622797 4.241347 0.0 -0.2 0.0
C 0.323939 -1.987037 5.535817 0.0 0.0 0.0
C 0.315989 -3.326113 5.893260 0.0 0.0 0.0
C -0.047004 -4.289749 4.958892 0.0 0.0 0.0
C -0.403218 -3.921300 3.669154 0.0 0.0 0.0
C -0.403074 -2.581107 3.302846 0.0 -0.1 0.2
C -1.345368 1.168036 4.688839 -0.2 0.1 -0.1
C -1.529448 2.513811 4.370297 -0.1 0.0 0.1
C -2.525346 3.233543 5.010942 0.0 0.0 0.0
C -3.335132 2.611502 5.955125 0.0 0.0 0.0
C -3.155881 1.270359 6.260183 0.0 0.0 0.0
C -2.159765 0.540437 5.623805 0.0 0.1 0.0
C 1.681660 0.941389 4.049931 0.2 0.1 0.0
C 1.865131 1.983191 4.951700 0.1 -0.1 0.0
C 3.137526 2.512473 5.128276 0.0 0.0 0.0
C 4.206759 2.000606 4.408118 0.0 0.0 0.0
C 4.017794 0.955616 3.509984 0.0 0.0 0.0
C 2.753790 0.420636 3.327488 0.0 0.1 0.0
H 0.622755 -1.237784 6.260316 0.0 0.0 0.0
H 0.596764 -3.619951 6.896200 0.0 0.0 0.0
H -0.049102 -5.335128 5.240182 0.0 0.0 0.0
H -0.684136 -4.676800 2.946817 0.0 0.0 0.0
H -0.692268 -2.280082 2.304622 0.0 0.0 0.0
H -0.906953 2.993464 3.624741 0.0 0.0 0.0
H -2.672622 4.279414 4.774439 0.0 0.0 0.0
H -4.112580 3.176907 6.453046 0.0 0.0 0.0
H -3.792496 0.789789 6.991503 0.0 0.0 0.0
H -2.024765 -0.507842 5.857008 0.0 0.0 0.0
H 1.031862 2.377589 5.518535 0.0 0.0 0.0
H 3.291896 3.323079 5.828375 0.0 0.0 0.0
H 5.196284 2.417198 4.546599 0.0 0.0 0.0
H 4.856517 0.560429 2.951889 0.0 0.0 0.0
H 2.603613 -0.386006 2.619988 0.0 0.0 0.0
```
Positions in Å, forces in eV/Å.

Löwdin population analysis, charges in e, atoms 1 to 4: 0.056 1.193 -0.605 -0.144

---

No. 3
ORCA calculation (ωB97M-V/def2-TZVPD) on C19H31AlNO12S as an isolated structure.

Frontier orbital gap in eV: 7.7
Max |F| in eV/A: 0.91
Electronic energy in eV: -63700.0380
2S+1: 1
Highest occupied orbital energy in hartree: -0.198
Net charge: -1

Geometry as XYZ:
```
65
Properties=species:S:1:pos:R:3:forces:R:3
C -0.491503 -4.958631 0.604216 -0.2 0.4 -0.1
C 0.472097 -4.324274 0.227772 0.2 0.0 -0.1
Al 1.962503 -3.244194 -0.536597 -0.3 -0.3 -0.1
S 3.350696 -4.628939 -1.748453 0.2 0.0 0.0
C 1.153125 -1.926425 -1.829977 0.0 0.3 0.1
C 0.496246 -2.301751 -3.006996 0.0 -0.5 -0.1
C -0.046939 -1.386057 -3.895407 0.3 0.1 0.4
N 0.022989 -0.065969 -3.688422 -0.2 -0.3 -0.2
C 0.635854 0.304625 -2.569750 0.1 0.8 0.3
C 1.205233 -0.537490 -1.627873 -0.2 -0.8 -0.3
H -1.433523 -5.368625 0.885614 0.1 -0.2 0.1
H 2.810554 -2.504966 0.590802 0.1 0.0 0.0
H 2.607521 -4.932687 -2.822752 -0.1 0.1 0.1
H 0.408185 -3.360187 -3.242185 0.0 0.0 -0.1
H -0.534650 -1.730778 -4.801371 -0.1 0.1 0.0
H 0.683745 1.380380 -2.394932 0.0 0.0 -0.1
H 1.682157 -0.135647 -0.742059 0.0 0.1 0.0
C -2.509394 -1.091893 -1.279400 0.1 -0.1 -0.3
O -2.667060 -0.532520 0.033825 0.0 0.1 0.1
C -3.042782 -1.400020 0.964643 0.1 0.0 -0.1
O -3.291098 -2.564270 0.806758 -0.1 0.0 0.0
O -3.116091 -0.745120 2.135227 0.0 0.0 0.0
C -3.490882 -1.575445 3.232106 0.0 0.0 0.2
H -2.202279 -0.285715 -1.939306 0.0 0.1 0.2
H -1.729291 -1.850297 -1.273203 -0.1 -0.1 0.1
H -3.452355 -1.504527 -1.633507 0.0 -0.1 0.1
H -2.761361 -2.370140 3.378814 0.0 0.0 -0.1
H -4.478533 -2.005394 3.070818 0.0 -0.1 0.0
H -3.511410 -0.932338 4.108496 0.0 0.1 -0.1
C 8.180199 -1.181061 3.250650 0.0 0.1 0.1
O 7.092952 -1.673194 2.474889 0.0 0.0 0.0
C 7.431267 -2.630736 1.601647 -0.1 0.0 -0.1
O 8.546826 -3.066705 1.453489 0.0 0.0 0.0
O 6.343786 -3.000239 0.948493 0.0 0.0 0.0
C 6.549383 -4.027353 -0.030613 -0.1 -0.2 -0.2
H 7.765350 -0.420190 3.906551 -0.1 0.0 0.0
H 8.620858 -1.977662 3.848670 0.1 0.0 -0.1
H 8.941683 -0.736147 2.611459 0.0 -0.1 0.0
H 6.930075 -4.929702 0.445620 0.1 0.0 0.0
H 7.248863 -3.686341 -0.792083 0.1 0.0 0.0
H 5.586942 -4.235344 -0.492358 0.0 0.2 0.2
C -3.844987 2.517516 -0.553215 0.2 0.0 0.2
O -4.888790 3.319265 -1.126416 0.0 0.0 0.0
C -5.523473 2.745014 -2.141768 0.0 0.0 0.1
O -5.309296 1.650725 -2.591443 0.0 0.0 0.0
O -6.456872 3.596150 -2.586381 0.0 0.0 0.0
C -7.215174 3.097779 -3.687295 -0.1 0.0 -0.1
H -3.419511 3.103284 0.256894 -0.1 0.1 0.0
H -4.244431 1.586094 -0.159460 0.0 0.0 -0.1
H -3.072924 2.309529 -1.291056 -0.1 -0.1 0.0
H -7.750908 2.192128 -3.407743 0.1 0.0 0.0
H -6.569167 2.895733 -4.539925 0.0 -0.1 0.0
H -7.926327 3.878173 -3.944577 0.0 0.0 0.1
C 1.340790 5.870119 0.875445 0.1 0.1 -0.1
O 0.025641 5.332826 1.022316 0.0 0.0 0.0
C -0.151509 4.619124 2.134624 0.0 0.0 -0.1
O 0.675644 4.423187 2.985474 0.0 0.0 0.0
O -1.402950 4.163131 2.139547 0.0 0.0 0.0
C -1.731746 3.355159 3.272954 -0.1 -0.1 0.1
H 1.340599 6.418769 -0.061962 -0.1 0.0 0.0
H 1.573420 6.546136 1.696575 0.0 -0.1 0.0
H 2.078639 5.071368 0.831341 0.0 0.0 0.1
H -1.629887 3.927335 4.193575 0.1 0.0 0.0
H -1.099440 2.470433 3.308948 0.0 0.0 0.0
H -2.767282 3.054991 3.140237 0.0 0.0 -0.1
```
Positions in Å, forces in eV/Å.

Löwdin population analysis, charges in e, atoms 1 to 4: -0.055 -0.227 -0.026 0.314

---

Number 2 is which compound? C37H41AsCoIN2OS